No. 1
30
Properties=species:S:1:pos:R:3:forces:R:3:lowdin_charge:R:1 method="wB97M-V/def2-TZVPD" gap_ev=9.5 e_homo_ev=-8.55 de_lowest_kj_mol=93.3
N 1.0869 -0.6315 -0.4066 1.1125 -0.7490 -0.1804 -0.107
C -1.1334 -0.8194 -1.1294 1.2054 1.2863 0.7376 -0.042
C -0.2226 -2.6727 0.3303 0.1783 0.2107 -0.1851 -0.061
C 0.6015 -2.4529 -2.0234 -0.0521 0.0376 0.2893 -0.057
C 0.0887 -1.6943 -0.8006 0.3286 0.5365 0.0879 -0.618
C 1.7389 -0.6933 0.8904 -0.0278 -0.2800 -0.1297 -0.136
C -0.6706 2.0731 1.9461 0.1629 0.1518 -0.1266 -0.129
C -0.0188 2.7898 0.7682 -0.1357 -0.0501 -0.0042 -0.329
C -1.0574 3.3502 -0.1983 0.2158 -0.0120 0.1011 -0.126
H 0.6118 3.6019 1.1391 0.0369 -0.0091 -0.0169 0.098
H -1.6919 2.5527 -0.5825 -0.0668 -0.0424 -0.0464 0.061
H -2.0363 -1.1929 -0.6495 -0.1467 0.3686 0.0690 0.069
H 0.8315 -1.7628 -2.8346 0.0327 0.0640 -0.0611 0.079
H 0.6313 2.0908 0.2359 0.0234 0.0099 0.0114 0.076
H -0.6200 0.1603 -0.7016 -2.5170 -1.3997 -0.9825 0.103
H 2.4244 0.1494 0.9670 -0.0283 0.0704 0.0698 0.079
H -1.6924 4.0808 0.3030 -0.0751 0.0420 -0.0060 0.069
H -1.2920 -0.7369 -2.2031 -0.0836 0.1451 -0.0518 0.067
H -0.5752 3.8401 -1.0426 -0.0396 0.0496 -0.0865 0.066
H 0.6674 -3.2213 0.6347 0.0179 -0.0874 0.0469 0.077
H 0.0816 1.6830 2.6276 0.0361 -0.0846 0.1159 0.060
H -1.2836 1.2446 1.5962 -0.0752 -0.1129 -0.0110 0.061
H 1.4992 -3.0223 -1.7776 0.0343 -0.0568 -0.0372 0.081
H 1.7963 -0.5767 -1.1305 -0.0274 -0.0189 0.0984 0.102
H -1.3101 2.7559 2.5046 -0.0784 0.0234 0.0602 0.069
H -0.9670 -3.3845 -0.0203 -0.0545 -0.0791 0.0015 0.085
H 0.9871 -0.6017 1.6739 0.1102 0.0368 0.1073 0.067
H -0.1650 -3.1408 -2.3774 -0.0108 -0.0815 -0.0654 0.084
H -0.6295 -2.1590 1.1982 -0.0545 0.0316 0.0847 0.078
H 2.3194 -1.6096 1.0630 -0.0215 -0.0007 0.1098 0.074


No. 2
32
Properties=species:S:1:pos:R:3:forces:R:3:lowdin_charge:R:1 method="wB97M-V/def2-TZVPD" gap_ev="8.4 / 8.4" e_homo_ev="-12.82 / -12.82" total_charge=+1 de_lowest_kj_mol=319.9
Si 0.5960 -0.5962 -1.1871 0.3634 0.3234 0.0405 0.618
N -0.7323 -0.1371 -0.1210 -1.7495 1.9787 1.5498 -0.224
N 1.9140 -0.6128 -0.0875 -0.1112 1.2432 0.0658 -0.287
C 3.1541 -0.8901 -0.7188 3.0661 -1.7982 -0.5348 -0.163
C 1.9876 0.3789 0.9173 -1.5819 1.8426 0.8327 -0.204
C -0.0823 1.8928 0.2130 -2.9420 -2.8615 2.2929 0.108
C -1.1081 -2.1902 1.3754 -2.0543 1.3538 1.9974 -0.060
C -1.9750 -0.1104 -0.9703 1.8192 -0.1535 -2.4310 -0.278
C -1.0152 -0.6278 1.2668 1.2655 -0.5625 0.7879 -0.237
C -2.8685 1.0824 -1.0152 -1.9500 1.4495 2.3977 -0.089
C 1.3438 1.7906 0.5466 -0.7242 -1.6706 -2.2047 -0.162
H -2.0064 -0.2799 1.6069 0.6386 0.5169 -0.2656 0.124
H 0.4385 0.4927 -2.2779 0.4779 -0.6908 0.7582 0.043
H -1.3930 -0.1373 -1.9722 -2.1925 -0.3568 0.6039 0.078
H -0.1552 -0.1877 1.8718 -1.9010 -0.9106 -0.2669 0.103
H -0.7794 2.0714 1.1327 1.0525 -0.2226 -2.0003 0.152
H -1.8384 -2.4746 0.5933 0.2994 -0.3812 0.6622 0.068
H 1.4490 2.4714 1.3362 0.9916 1.1862 0.9266 0.119
H -0.1679 -2.6477 1.1965 0.7944 -0.5926 0.0119 0.044
H 2.9542 0.6530 1.2899 0.8117 -0.3366 -0.2596 0.128
H 1.7678 1.9674 -0.4143 1.3907 1.1823 -0.3459 0.108
H -3.2266 1.4532 0.0074 0.6384 -0.8797 -0.8001 0.107
H -0.5147 2.1267 -0.7540 0.6038 0.5488 0.1780 0.070
H 0.6240 -1.9210 -1.7580 -0.3641 -0.4148 -0.3870 0.011
H 3.4458 -0.2071 -1.5658 -0.2752 -0.5822 0.6581 0.097
H 1.4234 0.0713 1.7543 -0.0719 -0.5073 1.1913 0.073
H 4.0986 -0.9584 -0.0171 -2.0986 0.3261 -1.0004 0.135
H 3.0191 -1.9406 -1.0699 0.6528 0.7350 -0.3986 0.085
H -2.5932 -0.9831 -0.8305 0.3563 -0.6611 0.0602 0.117
H -3.8859 0.9569 -1.5021 1.6966 -0.1530 -0.0769 0.119
H -1.5484 -2.4490 2.4975 1.2275 0.4879 -3.1009 0.153
H -2.3252 1.9424 -1.3437 -0.1302 0.5612 -0.9422 0.047


No. 3
38
Properties=species:S:1:pos:R:3:forces:R:3:lowdin_charge:R:1 method="wB97M-V/def2-TZVPD" gap_ev=7.9 e_homo_ev=-5.48 total_charge=-1
I 1.1160 -3.1964 -4.2396 0.1044 0.0720 -0.0335 0.634
I -1.2281 -0.2398 -4.4798 -0.1138 -0.1153 -0.0635 0.774
S 1.2688 0.1877 0.8134 0.2128 -0.3282 0.6319 0.561
Al 0.2180 -2.1528 -1.2137 0.0077 -0.3414 -0.1398 0.141
O 2.5041 -0.5434 0.6589 0.2246 -0.0333 -0.2500 -0.389
O -2.3239 1.5270 -1.4156 0.0404 0.1089 0.0532 -0.118
O 0.8219 -1.5779 4.0504 0.0427 -0.1140 0.1409 -0.088
O 1.0305 0.7245 2.1424 -0.0747 0.2571 0.0806 -0.403
C 1.5912 -2.1221 5.1037 0.0910 0.0615 -0.1383 -0.336
C -3.5118 2.0179 -2.0171 -0.0371 0.0053 0.0499 -0.331
C 0.8313 1.0051 -2.7152 0.1425 0.1490 -0.3068 -0.210
C 1.1858 -1.4827 -2.9018 -0.5411 0.1039 0.0857 -0.867
C 0.7471 -0.2121 -3.6234 0.6191 -0.0321 -0.0476 -0.922
C -0.0761 -0.7346 0.2536 0.0337 0.1767 -0.1741 -0.386
C -3.6283 3.5286 -1.9138 0.0857 -0.0075 0.0166 -0.093
C 2.3152 -1.0491 5.9007 -0.0411 0.0280 0.0026 -0.097
H 0.6958 1.9136 -3.3061 -0.0115 0.0017 0.0331 0.068
H -0.3687 -1.2677 1.1656 -0.0387 -0.1098 -0.0550 0.047
H -4.3870 1.5358 -1.5665 -0.0179 0.0002 -0.0477 0.111
H -2.3419 1.7587 -0.4821 -0.0183 -0.0066 0.0674 0.081
H -2.7633 4.0048 -2.3769 -0.0086 -0.0017 -0.0242 0.074
H -3.6647 3.8451 -0.8682 -0.0370 0.0009 -0.0006 0.069
H 1.3933 -0.0292 -4.4856 -0.2387 -0.0605 -0.1330 0.050
H 2.8838 -1.4854 6.7255 0.0045 -0.0093 -0.0106 0.065
H 1.3367 1.2664 0.0022 -0.1499 -0.0168 -0.2113 0.050
H 1.4102 -1.0937 3.4560 -0.1994 0.1813 -0.0592 0.047
H 1.8339 1.0411 -2.2802 -0.0237 -0.0284 0.1633 0.078
H 1.5991 -0.3335 6.3064 -0.0063 -0.0074 0.0126 0.071
H 2.2664 -1.3869 -2.7674 -0.0298 0.0748 0.1701 0.017
H 3.0062 -0.4992 5.2589 0.0242 -0.0165 0.0014 0.073
H 0.8921 -2.6623 5.7440 -0.0040 -0.0271 -0.0034 0.105
H -0.8683 -0.0165 0.0297 -0.0452 -0.0188 -0.0345 0.016
H -3.4588 1.7091 -3.0598 0.0098 -0.0352 -0.0091 0.072
H -1.2520 -2.6555 -1.6368 -0.0806 0.1440 0.0178 -0.084
H 2.3145 -2.8477 4.7112 -0.0064 -0.0389 0.0599 0.108
H -4.5326 3.8870 -2.4093 -0.0088 -0.0113 0.0028 0.069
H 1.0816 -3.3675 -0.6138 0.0853 0.0909 0.0408 -0.082
H 0.0623 1.0037 -1.9496 0.0041 -0.0962 0.1115 0.024